# 1
Here is a structure of composition C3H7N3O at a distorted geometry from the Open Molecules 2025 dataset. Energies are from ωB97M-V with the def2-TZVPD basis set.

```
14
Properties=species:S:1:pos:R:3:mulliken_charge:R:1
C -0.968 -0.404 -0.139 0.370
C 0.048 0.594 -0.383 0.324
N -0.652 -1.626 0.071 -0.668
N -0.361 1.897 -0.755 -0.518
C 1.337 0.250 -0.251 0.207
O -2.230 0.111 -0.120 -0.462
N 2.456 0.111 -0.721 -0.533
H -2.880 -0.597 -0.026 0.317
H 0.808 -1.621 1.314 -0.104
H -1.438 -2.237 0.286 0.142
H -1.144 2.217 -0.199 0.235
H 0.395 2.567 -0.756 0.259
H 3.251 -0.003 -0.101 0.295
H 1.378 -1.259 1.780 0.135
```

The energy above the lowest of the compared OMol25 structures with the same formula, charge and spin is 347.8 kJ/mol. The calculated total energy is -357.91740 Ha. The charge is 0. Its HOMO energy is -7.87 eV. Its largest force on an atom is 2.12 eV/Å.

=====

# 2
Here is a cluster of 8 separate species, C15H41Cl8O14P3 in total at a distorted geometry from the Open Molecules 2025 dataset. Energies are from ωB97M-V with the def2-TZVPD basis set.

```
81
Properties=species:S:1:pos:R:3:mulliken_charge:R:1
C -24.879 -22.738 20.871 -0.660
O -25.604 -22.097 19.842 -0.338
P -25.026 -22.052 18.298 0.736
O -23.632 -21.541 18.192 -0.661
O -25.345 -23.564 17.763 0.156
C -26.651 -24.136 17.897 -0.675
O -26.155 -21.202 17.477 -0.382
C -26.188 -21.088 16.065 -0.510
H -25.370 -22.430 21.795 0.237
H -23.848 -22.392 20.797 0.325
H -24.854 -23.825 20.799 0.253
H -26.805 -24.740 17.003 0.152
H -27.495 -23.453 17.998 0.383
H -26.570 -24.822 18.741 0.281
H -25.989 -20.064 15.749 0.375
H -27.168 -21.313 15.644 0.293
H -25.419 -21.691 15.582 0.050
C -26.151 -21.920 9.413 -0.243
O -25.540 -22.770 8.439 -0.199
P -25.769 -22.420 6.845 0.958
O -25.320 -23.528 5.930 -0.726
O -25.130 -20.870 6.668 -0.353
C -25.579 -20.063 5.605 -0.666
O -27.387 -22.200 6.795 -0.231
C -28.190 -22.787 5.803 -0.853
H -25.345 -21.426 9.954 0.276
H -26.619 -22.679 10.041 -0.081
H -26.964 -21.237 9.168 0.306
H -26.152 -20.602 4.850 0.280
H -24.752 -19.622 5.048 0.299
H -26.293 -19.291 5.892 0.289
H -27.739 -23.320 4.966 0.393
H -28.784 -21.980 5.375 0.318
H -28.970 -23.402 6.253 0.287
C -29.422 -27.179 13.205 -0.679
O -29.768 -27.628 11.875 0.147
P -30.934 -28.743 11.673 0.677
O -32.322 -28.292 11.995 -0.708
O -30.549 -30.023 12.647 -0.343
C -29.234 -30.598 12.777 -0.559
O -30.530 -29.342 10.177 -0.202
C -31.096 -30.599 9.777 -0.801
H -29.254 -26.103 13.261 0.182
H -28.484 -27.720 13.331 0.271
H -30.173 -27.424 13.957 0.382
H -28.619 -30.049 12.064 0.155
H -29.181 -31.639 12.460 0.278
H -28.757 -30.623 13.757 0.282
H -30.430 -31.453 9.654 0.272
H -31.455 -30.482 8.754 0.304
H -31.914 -30.876 10.442 0.356
C -28.304 -27.189 8.820 -0.293
C -27.908 -25.755 9.325 0.331
O -26.553 -25.695 9.837 -0.295
O -27.680 -27.440 7.613 -0.316
H -29.383 -27.297 8.706 0.348
H -28.052 -27.894 9.612 0.256
H -28.590 -25.514 10.139 0.046
H -28.026 -25.095 8.465 0.114
H -25.958 -25.599 9.090 0.354
H -26.741 -27.239 7.628 0.412
C -24.585 -26.840 16.841 0.508
Cl -24.601 -27.366 18.557 -0.188
Cl -23.224 -27.501 15.922 -0.148
H -25.543 -27.064 16.370 0.107
H -24.656 -25.753 16.859 -0.266
C -22.189 -22.356 13.362 -0.111
Cl -21.289 -23.151 12.009 -0.173
Cl -22.591 -23.603 14.639 -0.086
H -21.615 -21.525 13.772 0.369
H -23.107 -21.992 12.901 0.002
C -26.109 -24.367 12.561 0.278
Cl -26.033 -25.634 13.855 -0.113
Cl -25.791 -22.752 13.142 -0.158
H -25.355 -24.581 11.804 0.225
H -27.125 -24.398 12.166 -0.314
C -31.408 -23.106 12.362 -0.434
Cl -31.716 -21.359 12.804 -0.142
Cl -29.734 -23.276 11.697 -0.044
H -31.509 -23.680 13.283 0.293
H -32.102 -23.414 11.579 0.351
```

As for the expectation value of S²: 0.755. The calculated total energy is -6354.88512 Ha. As for the multiplicity: 2. The charge is +1. Its HOMO energy (alpha / beta) is -12.17 / -12.17 eV. Its largest force on an atom is 3.47 eV/Å.

=====

# 3
Here is the ion C7H5N4OS with charge +1 at a distorted geometry from the Open Molecules 2025 dataset. Energies are from ωB97M-V with the def2-TZVPD basis set.

```
18
Properties=species:S:1:pos:R:3:mulliken_charge:R:1
C -2.922 -1.289 -0.192 -0.265
C -4.284 -1.367 -0.137 -0.536
C -2.683 0.100 0.042 0.424
C -1.434 0.698 0.059 0.864
C 1.657 -0.666 0.217 -0.485
C 1.839 0.772 0.025 0.771
C 4.110 0.217 0.084 -0.550
N -3.831 0.737 0.222 -0.359
N -0.338 1.074 0.011 1.038
N 0.802 1.581 -0.048 -1.716
N 3.097 1.209 -0.057 -0.122
O -4.792 -0.162 0.111 -0.073
S 3.145 -1.347 0.320 0.133
H -2.188 -2.044 -0.372 0.389
H -4.968 -2.186 -0.253 0.473
H 4.733 0.106 -0.809 0.375
H 4.744 0.379 0.959 0.374
H 3.314 2.189 -0.182 0.266
```

The calculated total energy is -961.74192 Ha. The charge is +1. Its HOMO energy is -13.39 eV. Its largest force on an atom is 4.55 eV/Å.

=====

# 4
Here is the ion C3H8BrN2 with charge +1 at a distorted geometry from the Open Molecules 2025 dataset. Energies are from ωB97M-V with the def2-TZVPD basis set.

```
14
Properties=species:S:1:pos:R:3:mulliken_charge:R:1
N -1.012 -1.096 1.183 -0.543
C -0.637 -0.738 -0.187 0.307
C 0.834 -0.183 -0.297 -0.704
N 0.396 1.212 -0.826 -0.167
C -1.014 0.787 -0.409 -0.487
Br -2.292 1.153 -1.936 -0.069
H -1.280 -2.087 1.280 0.245
H -0.637 -0.447 1.778 0.177
H -1.010 -1.399 -0.975 0.476
H 1.315 -0.124 0.688 0.347
H 1.496 -0.598 -1.169 0.302
H 0.997 1.945 -0.375 0.324
H 0.500 1.407 -1.856 0.420
H -1.395 1.328 0.524 0.373
```

The energy above the lowest of the compared OMol25 structures with the same formula, charge and spin is 244.3 kJ/mol. The calculated total energy is -2802.31146 Ha. The charge is +1. Its HOMO energy is -13.63 eV. Its largest force on an atom is 5.55 eV/Å. As for the SMILES: N[C@@H]1C[NH2+][C@H]1Br.

=====

# 5
Here is a structure of composition C8H17N2O4Tl at a distorted geometry from the Open Molecules 2025 dataset. Energies are from ωB97M-V with the def2-TZVPD basis set.

```
32
Properties=species:S:1:pos:R:3:mulliken_charge:R:1
Tl 11.598 18.086 11.397 0.919
C 10.337 13.607 9.705 -1.118
C 10.768 15.020 10.202 0.980
O 11.877 15.463 9.985 -0.394
O 10.002 15.654 10.923 -0.344
H 11.159 12.924 9.490 0.365
H 9.780 13.708 8.774 0.342
H 9.625 13.179 10.411 0.366
C 10.356 14.320 14.183 -0.984
C 11.281 15.487 14.488 0.732
O 11.453 16.396 13.692 -0.456
N 11.685 15.559 15.741 -0.182
C 12.317 16.608 16.518 -0.837
H 9.558 14.692 13.540 0.242
H 9.815 14.126 15.110 0.388
H 10.779 13.366 13.869 0.285
H 11.500 14.729 16.286 0.267
H 13.160 16.168 17.050 0.340
H 11.627 16.871 17.320 0.333
H 12.771 17.454 16.002 0.314
C 11.791 20.425 7.042 -1.171
C 11.953 19.019 7.438 0.681
O 11.534 18.618 8.507 -0.471
N 12.289 18.137 6.410 -0.099
C 12.772 16.746 6.532 -0.788
H 12.709 20.631 6.490 0.392
H 11.766 21.048 7.936 0.321
H 10.924 20.811 6.506 0.322
H 12.353 18.574 5.502 0.307
H 13.046 16.391 5.538 0.375
H 12.007 16.031 6.833 0.249
H 13.743 16.586 7.001 0.323
```

The energy above the lowest of the compared OMol25 structures with the same formula, charge and spin is 157.0 kJ/mol. The calculated total energy is -897.19645 Ha. The charge is +2. Its HOMO energy is -15.94 eV. Its largest force on an atom is 6.74 eV/Å.

=====

# 6
Here is an isolated molecule of C13H14N4O2 at a distorted geometry from the Open Molecules 2025 dataset. Energies are from ωB97M-V with the def2-TZVPD basis set.

```
33
Properties=species:S:1:pos:R:3:mulliken_charge:R:1
H 0.293 -4.626 2.176 0.290
N -0.548 -4.511 2.741 -0.815
C -1.094 -3.343 2.620 0.460
N -2.150 -3.344 3.390 -0.484
N -0.807 -2.291 1.833 -0.196
C 0.356 -2.208 1.088 0.418
O 1.144 -3.128 0.982 -0.658
C 0.663 -0.918 0.456 0.172
C 1.997 -0.516 0.321 -1.023
C 2.337 0.673 -0.338 0.089
C 3.763 1.151 -0.439 -0.599
O 4.019 1.668 -1.797 -0.528
C 1.272 1.489 -0.796 -0.231
C -0.048 1.082 -0.717 0.869
N -1.109 1.862 -1.249 0.137
C -1.161 3.253 -1.347 -0.299
C -2.325 3.599 -1.996 -0.555
C -3.007 2.393 -2.421 -0.589
C -2.231 1.336 -1.916 -0.256
C -0.358 -0.141 -0.132 -0.817
H -2.192 -4.272 3.826 0.325
H -2.996 -3.009 2.955 0.207
H -1.297 -1.420 2.036 0.280
H 2.724 -1.208 0.683 0.494
H 4.444 0.359 -0.143 0.332
H 3.908 1.974 0.213 0.308
H 3.795 0.987 -2.452 0.334
H 1.452 2.474 -1.219 0.433
H -0.405 3.925 -0.917 0.306
H -2.659 4.589 -2.307 0.381
H -3.956 2.342 -2.973 0.380
H -2.418 0.252 -2.064 0.304
H -1.402 -0.474 -0.098 0.532
```

The energy above the lowest of the compared OMol25 structures with the same formula, charge and spin is 84.7 kJ/mol. The calculated total energy is -873.26913 Ha. The charge is 0. Its HOMO energy is -8.76 eV. Its largest force on an atom is 5.43 eV/Å. As for the SMILES: [H]/N=C(/N)NC(=O)c1cc(CO)cc(-n2cccc2)c1.

=====

# 7
Here is a cluster of 2 separate species, H3O4PSi in total at a distorted geometry from the Open Molecules 2025 dataset. Energies are from ωB97M-V with the def2-TZVPD basis set.

```
9
Properties=species:S:1:pos:R:3:mulliken_charge:R:1
O -1.298 1.898 1.760 -0.519
O 0.233 4.040 1.287 -0.628
O 0.810 1.805 0.214 -0.519
O 1.318 -4.136 -1.643 -0.648
Si 0.417 -2.950 -1.270 -0.144
P -0.295 2.754 0.550 0.358
H -1.211 1.025 1.512 0.287
H 0.151 -2.144 -2.436 -0.127
H -0.125 -2.293 0.025 -0.059
```

The energy above the lowest of the compared OMol25 structures with the same formula, charge and spin is 282.0 kJ/mol. The calculated total energy is -933.59558 Ha. The charge is -2. Its HOMO energy (alpha / beta) is -1.35 / 2.20 eV. Its largest force on an atom is 4.40 eV/Å.